1.
Computed, not measured: a molecular structure, C23H22ClN2OPPdS4, with ωB97M-V/def2-TZVPD.

Total charge   +2
ΔE to the lowest compared entry with this formula, charge and spin   8.8 kJ/mol
E_HOMO (alpha / beta)   -13.278 / -14.503 eV
2S+1   5
Kohn-Sham gap (alpha / beta)   7.860 / 5.473 eV

Last column: Mulliken charge in e.
Positions of all 55 atoms, in Å:
Pd  1.30946  0.24451  -0.73052  0.408
O  3.50345  -0.03797  -7.23196  -0.416
C  3.14333  0.04885  -6.11090  0.566
S  4.05215  -0.64589  -4.72149  -0.043
C  2.92880  -0.17017  -3.50834  0.187
C  1.78717  0.54486  -3.91782  0.213
S  0.60453  1.17198  -2.87930  -0.254
S  1.63727  0.88077  -5.60365  -0.042
S  3.32007  -0.52926  -1.89120  -0.241
N  2.47115  -0.34188  1.25177  -0.346
C  3.50140  0.70492  1.42084  -0.741
C  2.87987  2.07139  1.21004  -0.372
N  2.27659  2.15250  -0.13729  -0.465
H  1.87990  -0.39893  2.07670  0.249
H  2.90620  -1.25423  1.15287  0.233
H  4.28284  0.53288  0.67959  0.337
H  3.96822  0.66073  2.40611  0.431
H  3.63013  2.85034  1.35264  0.425
H  2.08848  2.24093  1.94172  0.271
H  2.98834  2.31028  -0.84599  0.309
H  1.61234  2.91825  -0.20477  0.223
Cl  0.46033  -2.30136  -1.80774  -0.193
C  -1.27484  -2.27204  -1.62859  0.997
C  -2.04918  -3.05636  -2.46151  -0.609
C  -3.42639  -3.05169  -2.28805  -0.514
C  -4.01916  -2.28172  -1.29462  -0.850
C  -3.23373  -1.50081  -0.46534  -0.074
C  -1.84720  -1.48358  -0.63523  -0.132
P  -0.81973  -0.49840  0.44727  0.623
C  -1.22641  1.22384  0.34197  0.868
C  -1.90950  1.72315  -0.78192  -0.960
C  -2.13880  3.08013  -0.89735  -0.638
C  -1.68607  3.95056  0.09018  -0.556
C  -1.00066  3.46707  1.20538  -0.957
C  -0.76236  2.11420  1.33221  -0.856
C  -0.83990  -1.12761  2.11248  0.858
C  -0.17735  -2.34165  2.33312  -0.509
C  -0.21039  -2.92238  3.58810  -0.679
C  -0.89922  -2.29617  4.62134  -0.558
C  -1.56360  -1.09625  4.40227  -0.745
C  -1.53897  -0.50402  3.14984  -0.331
H  -1.58586  -3.66449  -3.22570  0.498
H  -4.04083  -3.66343  -2.93470  0.433
H  -5.09238  -2.29353  -1.16545  0.442
H  -3.69285  -0.90410  0.31394  0.472
H  -2.25881  1.04464  -1.54993  0.546
H  -2.67481  3.46428  -1.75432  0.493
H  -1.87305  5.01211  -0.00414  0.452
H  -0.66946  4.15105  1.97556  0.496
H  -0.24128  1.73260  2.20182  0.770
H  0.34460  -2.83611  1.52003  0.444
H  0.29259  -3.86379  3.76187  0.451
H  -0.92606  -2.75234  5.60178  0.431
H  -2.11188  -0.62532  5.20676  0.459
H  -2.07850  0.41868  2.97965  0.494

=====

2.
Computed, not measured: 2 unconnected molecules or ions with the total composition C21H29N4O6, with ωB97M-V/def2-TZVPD.

Total charge   -1
E_HOMO   -2.732 eV
2S+1   1
Kohn-Sham gap   4.274 eV

Last column: Mulliken charge in e.
Positions of all 60 atoms, in Å:
C  -5.99586  -0.74584  3.00599  -1.246
C  -4.56592  -1.04987  2.61147  -0.146
O  -3.79654  0.11391  2.40630  -0.346
C  -2.46683  -0.23672  2.35271  0.757
C  -1.52356  0.84762  2.39399  0.455
C  -2.03211  2.23368  2.39788  -1.655
C  -0.11240  0.65073  2.58769  0.438
O  0.60981  1.63213  2.76260  -0.798
O  0.37436  -0.62895  2.59557  -0.261
C  1.76411  -0.61732  2.76869  -0.166
C  2.37803  -1.98586  2.54374  -1.144
O  -2.11606  -1.41444  2.31640  -0.763
H  -6.58798  -1.64977  3.16810  0.373
H  -6.02067  -0.16171  3.92626  0.294
H  -6.48862  -0.15204  2.23657  0.301
H  -4.05554  -1.63033  3.39502  0.316
H  -4.50668  -1.65144  1.69398  0.256
H  -1.22534  2.93619  2.17778  0.325
H  -2.81669  2.37315  1.65160  0.185
H  -2.44299  2.48592  3.37666  0.430
H  2.15544  0.12700  2.05798  0.282
H  1.95200  -0.24028  3.78400  0.300
H  3.43645  -2.01112  2.80912  0.367
H  1.86447  -2.74242  3.14017  0.354
H  2.28624  -2.27116  1.49374  0.138
C  -1.86245  -1.36743  -1.78453  -1.499
C  -1.14210  -0.11051  -1.47563  0.346
C  -1.80905  1.05054  -1.33368  -0.200
C  -1.18669  2.33220  -1.05770  1.087
O  0.01979  2.41408  -0.88464  -0.709
N  -1.94593  3.50672  -0.97174  0.266
C  -1.24681  4.73094  -0.64746  -1.150
C  -3.36482  3.62785  -1.32184  -0.999
N  0.22718  -0.20462  -1.34950  0.463
N  0.83021  -1.11805  -1.91433  -0.613
C  2.17938  -1.27754  -1.66945  0.401
N  2.93810  -1.62723  -2.78011  -0.141
C  4.30864  -1.91552  -2.81381  0.296
C  4.92994  -2.24798  -4.01490  -0.424
C  6.26233  -2.58903  -4.03635  -0.606
C  6.99403  -2.60237  -2.86543  -0.387
C  6.39422  -2.25626  -1.67083  -0.756
C  5.06428  -1.91255  -1.64866  -0.173
O  2.65191  -1.13789  -0.56009  -0.531
H  -2.92534  -1.19834  -1.94954  0.391
H  -1.45110  -1.83667  -2.67854  0.376
H  -1.75263  -2.06903  -0.95866  0.321
H  -2.87524  1.02460  -1.42459  -0.047
H  -0.20219  4.49981  -0.43902  0.300
H  -1.29045  5.42582  -1.48328  0.361
H  -1.68541  5.19494  0.23296  0.332
H  -3.80927  2.68219  -1.60852  0.289
H  -3.91635  4.02311  -0.47175  0.333
H  -3.47548  4.31743  -2.15621  0.325
H  2.42482  -1.68778  -3.65506  0.217
H  4.35239  -2.24211  -4.92262  0.331
H  6.73486  -2.85292  -4.96778  0.362
H  8.03239  -2.88717  -2.88166  0.367
H  6.96042  -2.26247  -0.75451  0.377
H  4.56925  -1.63783  -0.73457  0.650

=====

3.
Computed, not measured: 2 unconnected molecules or ions with the total composition C4H9N2, with ωB97M-V/def2-TZVPD.

Total charge   +1
ΔE to the lowest compared entry with this formula, charge and spin   772.6 kJ/mol
E_HOMO (alpha / beta)   -13.326 / -13.853 eV
2S+1   1
Kohn-Sham gap (alpha / beta)   6.388 / 8.095 eV

Last column: Mulliken charge in e.
Positions of all 15 atoms, in Å:
C  -1.55688  -0.86431  -0.29289  0.098
C  -0.61800  0.07480  -0.37523  0.260
C  -0.18599  1.40048  0.11360  -0.928
C  2.37986  -0.77132  0.16441  -0.521
N  1.16521  -1.21298  -0.16785  -0.237
N  -2.80968  -0.89391  0.18697  -0.350
H  -1.19352  -1.88636  -0.67250  0.312
H  0.67140  1.57961  -0.50018  0.311
H  0.22397  1.33970  1.20610  0.270
H  -0.84987  2.28538  -0.03947  0.366
H  2.69650  0.24127  -0.25290  0.298
H  2.77524  -0.76286  1.20939  0.308
H  2.85558  -1.53586  -0.45516  0.314
H  -3.26156  -0.08480  0.55843  0.239
H  -3.15006  -1.74442  0.56455  0.261